# 1
Here is a structure of composition C8F11NO4S3SbSe4W in a non-equilibrium geometry from the Open Molecules 2025 dataset. Energies are from ωB97M-V/def2-TZVPD.

The HOMO-LUMO gap (alpha / beta) comes out at 6.04 / 5.81 eV. The spin multiplicity is 3. As for the lowest unoccupied orbital energy (alpha / beta): 0.468 / -0.002 eV. Its expectation value of S² is 2.0288. The total charge is -1.

XYZ file:
```
33
Properties=species:S:1:pos:R:3:mulliken_spin:R:1
O -1.474 -1.194 0.915 -0.0087
F 5.556 1.286 1.062 0.0000
O -1.721 1.729 -1.331 -0.0077
S -2.762 1.160 -2.503 0.0172
O -3.510 2.317 -2.975 0.0010
C -0.421 -3.260 -0.305 0.0001
C 4.279 -0.094 2.468 -0.0021
F 0.833 -2.875 -0.463 0.0002
C -1.431 0.975 -3.870 -0.0011
S -1.736 -1.928 -0.468 0.0194
F 5.328 -0.255 3.282 0.0000
F -1.549 1.979 -4.744 -0.0001
C 3.074 -0.704 2.760 0.0006
Se -4.220 2.772 3.503 0.3048
F -1.718 -0.172 -4.508 0.0001
F -0.557 -3.786 0.915 -0.0002
C 3.330 0.776 0.454 0.0074
C 2.114 0.150 0.694 -0.0125
F -0.691 -4.200 -1.219 -0.0007
C 4.396 0.671 1.331 -0.0071
F 0.842 -1.126 2.229 0.0001
S 0.847 0.160 -0.528 0.0335
F 3.512 1.486 -0.664 -0.0005
F 2.958 -1.443 3.869 0.0000
F -0.173 0.920 -3.451 0.0000
Se -0.399 2.107 1.436 0.3672
C 2.008 -0.555 1.892 0.0056
Sb -2.965 1.991 1.521 0.0106
W -1.556 0.467 0.038 0.1711
N -1.515 -0.842 -1.478 0.0301
Se -3.959 0.156 -0.014 0.3698
O -2.889 -2.776 -0.457 -0.0012
Se -3.829 4.108 0.610 0.7032
```



# 2
Here is an isolated molecule of C8H10 in a non-equilibrium geometry from the Open Molecules 2025 dataset. Energies are from ωB97M-V/def2-TZVPD.

The HOMO-LUMO gap comes out at 8.55 eV. The spin multiplicity is 1. As for the lowest unoccupied orbital energy: 0.775 eV. The SMILES is C=C(C)C1=CC=CC1.

XYZ file:
```
18
Properties=species:S:1:pos:R:3:lowdin_charge:R:1
H -0.689 -2.185 -0.434 0.1315
H -0.888 1.835 0.737 0.0864
H -1.427 1.691 -0.882 0.1189
C 2.110 -1.166 0.203 -0.0396
C -2.259 -0.817 -0.028 -0.1694
C -2.490 0.446 0.177 -0.0884
H -3.462 0.827 0.492 0.1097
C 1.913 1.277 -0.065 0.0356
C 1.314 0.116 -0.003 -0.3245
C -0.184 0.084 -0.210 -0.1365
C -0.930 -1.091 -0.284 -0.0579
H 3.132 -0.805 0.278 0.0714
C -1.195 1.198 0.017 -0.1188
H 1.896 -1.632 -0.773 0.0954
H 2.900 1.225 -0.363 0.0368
H 1.873 -1.639 1.101 0.0612
H -2.995 -1.598 0.169 0.1137
H 1.382 2.234 -0.132 0.0744
```



# 3
Here is a cluster of 2 separate species, C8H10 in total in a non-equilibrium geometry from the Open Molecules 2025 dataset. Energies are from ωB97M-V/def2-TZVPD.

The HOMO-LUMO gap comes out at 10.04 eV. The spin multiplicity is 1. As for the lowest unoccupied orbital energy: 0.979 eV. The SMILES is c1ccccc1.C=C.

XYZ file:
```
18
Properties=species:S:1:pos:R:3:lowdin_charge:R:1
C -0.547 -0.654 0.674 -0.0641
C -2.742 0.710 -0.292 -0.0508
H 0.166 1.495 1.068 0.1156
H -3.645 -1.135 -0.658 0.1174
C -0.503 0.762 0.582 -0.0952
H 0.395 -1.119 0.785 0.0457
H 4.699 0.407 -0.893 0.0637
H -1.644 2.443 -0.052 0.0518
H -3.540 1.111 -0.867 0.0812
C 3.951 0.062 -0.130 -0.0461
C -1.641 -1.486 0.136 -0.0889
H 4.218 0.181 0.902 0.0295
H -1.614 -2.575 -0.209 0.1330
C -2.686 -0.745 -0.176 -0.1509
H 2.066 -0.215 -1.186 0.0612
H 2.038 -0.475 0.500 -0.0465
C 2.628 -0.224 -0.252 -0.0660
C -1.599 1.458 0.069 -0.0905
```